Record 1
This record from the OMol25 dataset describes C15H17Br19ClINO2PSi as an isolated structure. The level of theory is ωB97M-V/def2-TZVPD.

```
! wB97M-V def2-TZVPD RIJCOSX def2/J DEFGRID3
* xyz 0 1
O -0.98 0.72 1.43
C -0.89 1.52 0.53
C -2.10 2.09 -0.16
C -2.51 1.33 -1.44
Si -3.24 -0.37 -1.17
Br -1.68 -1.92 -0.93
I -4.73 -0.43 0.77
P -4.27 -0.94 -3.11
O -5.32 0.32 -3.27
Cl -5.48 -2.46 -2.51
N 0.37 2.04 0.13
C 0.85 1.50 -1.13
C 1.32 0.20 -1.19
C 1.74 -0.30 -2.42
C 1.67 0.48 -3.56
C 1.22 1.79 -3.48
C 0.81 2.31 -2.25
H -2.93 2.10 0.55
H -1.85 3.12 -0.44
H -3.30 1.92 -1.92
H -1.70 1.25 -2.16
H -4.91 0.97 -3.86
H 1.02 1.80 0.88
H 1.36 -0.43 -0.32
H 2.09 -1.33 -2.49
H 1.97 0.10 -4.52
H 1.18 2.42 -4.36
H 0.45 3.33 -2.16
C 4.14 -2.25 1.62
Br 2.60 -3.05 2.44
Br 3.62 -1.06 0.20
Br 5.26 -1.37 2.91
H 4.73 -3.04 1.19
C -2.13 6.66 0.65
Br -1.37 8.15 -0.28
Br -3.79 6.10 -0.15
Br -0.90 5.18 0.76
H -2.33 6.98 1.66
C 7.93 -2.60 -0.41
Br 6.50 -3.86 -0.65
Br 7.34 -0.79 -0.69
Br 8.77 -2.81 1.31
H 8.67 -2.82 -1.16
C -7.36 2.83 0.47
Br -9.11 2.36 1.11
Br -7.45 3.94 -1.10
Br -6.30 3.66 1.84
H -6.86 1.92 0.18
C -3.45 -5.21 1.81
Br -4.95 -5.77 2.87
Br -4.01 -4.40 0.16
Br -2.29 -4.03 2.79
H -2.88 -6.09 1.56
C 7.09 -4.23 4.67
Br 8.88 -4.89 4.37
Br 5.85 -4.94 3.40
Br 6.52 -4.54 6.48
H 7.12 -3.16 4.52
*
```

Summary:
- Electronic energy: -51082.10094 a.u.

=====

Record 2
This record from the OMol25 dataset describes C29H43Cl3N5ORhS2Si2 as an isolated structure. The level of theory is ωB97M-V/def2-TZVPD.

```
! wB97M-V def2-TZVPD RIJCOSX def2/J DEFGRID3
* xyz 2 1
Rh -0.36 -0.18 -0.59
C 1.47 2.22 1.49
Si 2.46 1.32 0.19
C 4.18 1.07 0.82
C 2.55 2.23 -1.44
C 1.63 -0.37 -0.03
Si 2.18 -1.39 -1.52
C 0.87 -0.94 -2.83
C 3.86 -0.89 -2.09
C 2.26 -3.21 -1.20
H 1.52 3.31 1.38
H 1.87 1.98 2.48
H 0.41 1.93 1.49
H 4.48 1.96 1.38
H 4.90 0.93 0.01
H 4.27 0.22 1.50
H 2.65 3.31 -1.27
H 1.71 2.08 -2.10
H 3.45 1.93 -1.97
H 1.60 -0.88 0.94
H 1.33 -0.31 -3.59
H -0.03 -0.34 -2.56
H 0.47 -1.84 -3.28
H 3.87 0.04 -2.65
H 4.21 -1.69 -2.75
H 4.57 -0.81 -1.27
H 1.35 -3.62 -0.79
H 3.07 -3.42 -0.50
H 2.48 -3.74 -2.13
C -0.47 4.45 -1.11
C -0.49 2.99 -1.13
N -0.48 1.85 -1.16
H 0.34 4.82 -1.74
H -0.31 4.78 -0.08
H -1.42 4.85 -1.48
Cl -5.24 -2.24 5.79
C -3.96 -3.00 4.92
C -2.66 -2.93 5.39
C -1.66 -3.56 4.68
C -1.91 -4.29 3.51
C -0.70 -5.02 2.95
C -0.59 -5.30 1.46
N -0.80 -4.12 0.60
C -1.50 -4.12 -0.58
C -1.44 -2.86 -1.07
N -0.72 -2.08 -0.18
C -0.34 -2.88 0.80
O -0.38 -6.20 3.64
C -1.26 -7.33 3.57
C -2.52 -7.17 4.35
C -3.73 -7.61 3.94
Cl -4.09 -8.50 2.50
S -4.98 -7.30 5.07
C -3.87 -6.55 6.14
C -2.61 -6.56 5.65
C -3.22 -4.32 3.06
Cl -3.68 -5.18 1.62
C -4.25 -3.69 3.75
H -2.44 -2.41 6.32
H -0.64 -3.54 5.05
H 0.13 -4.37 3.21
H -1.29 -6.05 1.12
H 0.42 -5.68 1.29
H -1.98 -5.00 -0.96
H -1.90 -2.45 -1.96
H 0.23 -2.59 1.67
H -0.64 -8.13 3.99
H -1.49 -7.61 2.54
H -4.21 -6.17 7.09
H -1.75 -6.17 6.18
H -5.26 -3.75 3.39
C -1.44 0.03 3.28
N -2.21 1.14 2.72
C -2.45 2.36 3.51
C -3.28 3.24 2.56
N -3.18 2.47 1.30
C -2.64 1.27 1.49
S -2.62 0.04 0.25
H -1.89 -0.27 4.22
H -0.41 0.34 3.46
H -1.48 -0.80 2.59
H -1.50 2.82 3.79
H -2.99 2.10 4.42
H -2.87 4.23 2.43
H -4.32 3.32 2.87
H -3.78 2.63 0.51
*
```

Summary:
- Electronic energy: -4345.89629 a.u.

=====

Record 3
This record from the OMol25 dataset describes one molecule with the formula C7H7BrClNO. The level of theory is ωB97M-V/def2-TZVPD.

```
! wB97M-V def2-TZVPD RIJCOSX def2/J DEFGRID3
* xyz 0 1
C 0.66 0.77 1.21
C 0.42 -0.58 1.26
C 0.51 1.53 0.08
C -0.07 -1.21 0.13
C 0.07 0.89 -1.07
C -0.20 -0.41 -1.03
C -2.92 -0.31 -1.84
N -0.70 -1.01 -2.26
O -1.79 -0.23 -2.74
Cl -3.77 -1.89 -1.80
Br -4.12 1.11 -2.31
H 1.09 1.24 2.12
H 0.53 -1.10 2.17
H 0.82 2.58 0.00
H -0.43 -2.14 0.38
H 0.16 1.40 -2.06
H -2.55 -0.11 -0.84
H -1.13 -1.84 -2.04
*
```

Summary:
- ΔE to the lowest compared entry with this formula, charge and spin: 0.0 kJ/mol
- SMILES: Cl[C@H](Br)ONc1ccccc1

=====

no.,strongest force on any atom (eV/A)
1,0.90
2,2.06
3,4.08